[1]
Entry from the Open Molecules 2025 dataset: 7 unconnected molecules or ions with the total composition C9H32N8O7 at a distorted geometry (ωB97M-V with the def2-TZVPD basis set).

Each line ends with the natural charge from an NBO analysis.
Element x y z (Å)
1 N 8.76 -1.94 28.82  -0.87
2 C 8.67 -3.09 28.28  0.77
3 N 7.44 -3.60 28.38  -0.89
4 O 9.79 -3.69 27.78  -0.74
5 H 9.68 -1.53 28.74  0.45
6 H 7.97 -1.37 29.17  0.44
7 H 7.33 -4.51 27.94  0.41
8 H 6.55 -3.07 28.45  0.43
9 N 5.15 -1.77 31.10  -0.87
10 C 5.67 -0.65 30.68  0.80
11 N 5.03 0.35 31.21  -0.79
12 O 6.80 -0.49 29.83  -0.82
13 H 5.87 -2.57 31.10  0.44
14 H 4.35 -1.85 31.77  0.41
15 H 5.43 1.34 31.04  0.42
16 H 4.22 0.32 31.79  0.41
17 N 5.01 -2.55 28.46  -0.88
18 C 4.49 -3.57 27.77  0.75
19 N 4.26 -4.61 28.48  -0.82
20 O 4.03 -3.38 26.47  -0.72
21 H 5.12 -1.73 27.87  0.43
22 H 4.94 -2.43 29.48  0.42
23 H 3.62 -5.33 28.11  0.42
24 H 4.58 -4.83 29.44  0.42
25 N 8.56 -2.72 31.60  -0.84
26 C 7.75 -3.72 31.84  0.77
27 N 6.86 -3.80 30.93  -0.93
28 O 7.77 -4.48 33.03  -0.78
29 H 9.22 -2.49 32.35  0.41
30 H 8.62 -2.34 30.62  0.42
31 H 6.26 -4.64 31.08  0.43
32 H 7.14 -3.62 29.89  0.43
33 C 12.18 -2.08 30.01  -0.64
34 C 12.24 -0.71 29.31  -0.06
35 O 10.87 -0.36 28.96  -0.75
36 H 13.20 -2.40 30.27  0.21
37 H 11.84 -2.74 29.22  0.25
38 H 11.59 -2.15 30.91  0.21
39 H 12.89 -0.73 28.39  0.17
40 H 12.69 -0.06 30.03  0.16
41 H 10.80 0.54 28.63  0.50
42 C 3.98 -7.94 31.30  -0.65
43 C 4.35 -6.53 31.64  -0.08
44 O 5.31 -6.01 30.71  -0.76
45 H 3.55 -8.00 30.27  0.21
46 H 3.13 -8.29 31.89  0.23
47 H 4.76 -8.67 31.36  0.21
48 H 4.82 -6.41 32.63  0.20
49 H 3.41 -5.97 31.73  0.19
50 H 6.00 -6.70 30.63  0.50
51 C 9.22 0.82 31.24  -0.24
52 O 8.66 1.41 30.09  -0.76
53 H 9.63 -0.18 31.18  0.16
54 H 8.41 0.78 31.99  0.15
55 H 10.11 1.45 31.48  0.18
56 H 7.83 0.92 29.90  0.49

Computed properties:
Structure (SMILES): NC(N)=O.NC(N)=O.NC(N)=O.NC(N)=O.CCO.CCO.CO
Energy relative to the best compared isomer or geometry (same formula, charge and spin): 79.1 kcal per mole
HOMO energy: -8.96 eV
Gap between HOMO and LUMO: 8.8 eV
LUMO: -0.2 eV

---

[2]
Entry from the Open Molecules 2025 dataset: 8 unconnected molecules or ions with the total composition C9H35O8 at a distorted geometry (ωB97M-V with the def2-TZVPD basis set).

Each line ends with the natural charge from an NBO analysis.
Element x y z (Å)
1 O 49.91 -12.97 33.89  -0.76
2 H 50.77 -12.78 34.27  0.56
3 H 49.57 -12.13 33.63  0.58
4 H 49.51 -13.42 34.58  0.55
5 C 51.34 -9.28 33.98  -0.20
6 O 50.64 -10.35 33.34  -0.82
7 H 50.80 -9.02 34.92  0.17
8 H 51.19 -8.57 33.41  0.16
9 H 52.47 -9.69 34.02  0.17
10 H 50.37 -10.01 32.42  0.51
11 C 49.42 -10.68 30.38  -0.24
12 O 50.18 -9.50 30.82  -0.78
13 H 50.04 -11.24 29.65  0.18
14 H 48.60 -10.28 29.86  0.18
15 H 49.12 -11.21 31.19  0.18
16 H 50.28 -8.79 30.15  0.51
17 C 49.89 -12.22 37.26  -0.26
18 O 48.74 -12.18 36.57  -0.72
19 H 50.59 -11.35 36.86  0.13
20 H 50.56 -13.12 37.06  0.17
21 H 50.00 -11.98 38.24  0.19
22 H 48.13 -11.69 37.15  0.49
23 C 49.60 -15.50 31.85  -0.24
24 O 50.71 -14.67 31.44  -0.75
25 H 48.80 -15.01 31.60  0.16
26 H 49.68 -15.89 32.98  0.19
27 H 49.50 -16.12 31.11  0.17
28 H 50.49 -14.16 30.48  0.47
29 C 46.77 -10.85 34.35  -0.23
30 O 47.58 -11.45 33.43  -0.75
31 H 47.39 -10.02 34.89  0.17
32 H 46.44 -11.60 35.00  0.18
33 H 46.14 -10.40 33.58  0.17
34 H 46.97 -11.23 32.58  0.48
35 C 48.47 -15.63 36.12  -0.24
36 O 48.14 -14.85 35.00  -0.74
37 H 48.13 -14.88 37.05  0.18
38 H 49.49 -15.93 36.19  0.18
39 H 47.90 -16.45 35.96  0.18
40 H 47.51 -15.30 34.62  0.47
41 C 53.41 -14.41 34.02  -0.67
42 C 53.46 -12.83 34.07  0.09
43 C 53.47 -12.22 32.72  -0.58
44 O 52.45 -12.36 34.96  -0.78
45 H 53.35 -14.84 35.23  0.21
46 H 54.33 -14.97 34.12  0.24
47 H 52.89 -14.81 33.20  0.23
48 H 54.33 -12.69 34.39  0.16
49 H 54.32 -12.57 32.07  0.23
50 H 53.70 -11.14 32.80  0.21
51 H 52.69 -12.25 32.31  0.18
52 H 52.88 -12.02 35.88  0.51

Computed properties:
Energy relative to the best compared isomer or geometry (same formula, charge and spin): 279.9 kcal per mole
Net charge: +1
HOMO energy: -12.69 eV
Gap between HOMO and LUMO: 10.5 eV
LUMO: -2.2 eV

---

[3]
Entry from the Open Molecules 2025 dataset: 6 unconnected molecules or ions with the total composition C9H36B2NO3 at a distorted geometry (ωB97M-V with the def2-TZVPD basis set).

Each line ends with the natural charge from an NBO analysis.
Element x y z (Å)
1 N 1.05 0.33 0.39  -0.99
2 H 1.87 0.98 0.33  0.51
3 H 1.31 -0.37 1.12  0.44
4 H 0.86 -0.02 -0.56  0.47
5 H 0.25 0.89 0.71  0.43
6 B 3.37 2.04 -0.17  -0.79
7 H 3.45 0.96 0.26  -0.05
8 H 4.42 2.53 -0.18  -0.02
9 H 3.00 2.11 -1.27  0.00
10 H 2.54 2.61 0.43  -0.07
11 B 2.42 -0.68 -2.37  -0.77
12 H 1.60 -1.44 -2.70  -0.09
13 H 2.11 0.43 -2.32  -0.02
14 H 2.70 -0.89 -1.26  -0.05
15 H 3.41 -0.86 -2.97  -0.02
16 C -0.09 -3.35 2.20  -0.63
17 C 1.32 -2.82 1.93  0.10
18 C 1.81 -2.93 0.47  -0.67
19 O 1.43 -1.47 2.44  -0.75
20 H -0.16 -4.34 1.75  0.21
21 H -0.82 -2.60 1.91  0.22
22 H -0.14 -3.45 3.29  0.20
23 H 2.08 -3.41 2.44  0.15
24 H 1.17 -2.48 -0.29  0.25
25 H 2.19 -3.93 0.28  0.21
26 H 2.69 -2.27 0.38  0.25
27 H 2.25 -1.47 2.95  0.49
28 C -2.73 2.79 2.91  -0.64
29 C -2.14 1.46 2.39  0.10
30 C -3.23 0.57 1.82  -0.63
31 O -1.26 1.82 1.32  -0.73
32 H -2.86 3.53 2.12  0.20
33 H -2.11 3.14 3.73  0.22
34 H -3.68 2.68 3.44  0.20
35 H -1.58 0.94 3.17  0.19
36 H -4.01 0.35 2.55  0.20
37 H -2.82 -0.40 1.53  0.22
38 H -3.63 1.08 0.94  0.20
39 H -1.74 2.44 0.76  0.47
40 C -0.76 1.62 -2.62  -0.64
41 C -1.52 0.31 -2.58  0.09
42 C -2.15 -0.21 -3.87  -0.63
43 O -0.75 -0.77 -2.03  -0.79
44 H -0.16 1.72 -1.72  0.23
45 H -1.41 2.51 -2.65  0.19
46 H -0.16 1.78 -3.52  0.23
47 H -2.25 0.39 -1.76  0.16
48 H -1.56 -0.92 -4.44  0.23
49 H -2.55 0.58 -4.52  0.19
50 H -3.12 -0.69 -3.64  0.20
51 H 0.11 -0.80 -2.50  0.53

Computed properties:
Energy relative to the best compared isomer or geometry (same formula, charge and spin): 0.0 kcal per mole
Net charge: -1
HOMO energy: -4.31 eV
Gap between HOMO and LUMO: 6.8 eV
LUMO: 2.5 eV

---

[4]
Entry from the Open Molecules 2025 dataset: a molecular structure, C9H36BeN18O13S at a distorted geometry (ωB97M-V with the def2-TZVPD basis set).

Each line ends with the Mulliken charge.
Element x y z (Å)
1 Be -2.80 -1.03 0.45  1.20
2 S -0.10 0.09 -0.13  1.41
3 O 1.15 -0.26 0.58  -0.59
4 O 0.18 0.85 -1.32  -1.02
5 O -0.70 -1.13 -0.59  -1.51
6 O -1.14 0.77 0.68  -0.34
7 C -4.18 2.30 -0.03  0.38
8 O -4.35 1.13 -0.03  -0.49
9 N -3.14 2.95 0.47  -0.23
10 N -5.21 3.09 -0.42  -0.44
11 H -2.33 2.44 0.77  -0.03
12 H -3.13 3.95 0.62  0.23
13 H -4.98 4.06 -0.60  0.17
14 H -6.09 2.77 -0.79  0.25
15 C 1.88 -5.02 1.26  0.71
16 O 2.14 -5.15 0.08  -0.66
17 N 1.97 -5.97 2.15  -0.41
18 N 1.48 -3.84 1.73  -0.04
19 H 1.90 -6.93 1.84  0.29
20 H 1.71 -5.78 3.11  0.14
21 H 1.36 -3.72 2.72  0.17
22 H 1.38 -3.15 1.00  -0.33
23 C 0.47 2.82 2.92  0.46
24 O 0.73 3.59 3.81  -0.76
25 N 1.30 2.44 2.09  0.19
26 N -0.70 2.23 2.84  -0.17
27 H 1.07 1.74 1.39  -0.51
28 H 2.24 2.80 2.09  0.18
29 H -0.97 1.63 2.08  0.21
30 H -1.23 2.23 3.70  0.20
31 C 1.17 -2.62 -2.69  0.27
32 O 1.90 -2.85 -3.64  -0.74
33 N 1.52 -2.65 -1.35  0.41
34 N -0.13 -2.48 -2.85  -0.26
35 H 0.70 -2.38 -0.82  0.02
36 H 2.28 -3.22 -1.02  0.10
37 H -0.43 -2.53 -3.82  0.25
38 H -0.59 -2.05 -2.07  0.32
39 C -0.72 3.86 -2.07  0.36
40 O -1.13 4.93 -2.32  -0.69
41 N -0.46 3.43 -0.87  -0.09
42 N -0.26 3.06 -3.02  -0.19
43 H -1.18 3.75 -0.24  0.19
44 H -0.11 2.48 -0.82  0.07
45 H -0.30 3.44 -3.96  0.18
46 H -0.06 2.08 -2.91  0.15
47 C -0.91 -2.02 3.18  0.53
48 O -1.51 -2.04 2.19  -0.43
49 N -1.16 -2.84 4.15  -0.47
50 N 0.08 -1.22 3.41  -0.14
51 H -1.76 -3.61 3.87  0.27
52 H -0.61 -2.79 5.00  0.18
53 H 0.64 -1.13 4.25  0.25
54 H 0.18 -0.52 2.69  -0.03
55 C -3.48 -0.18 -2.98  0.62
56 O -3.27 -0.84 -1.97  -0.52
57 N -3.33 1.13 -2.97  -0.17
58 N -3.84 -0.66 -4.14  -0.39
59 H -3.46 1.46 -2.03  -0.08
60 H -3.35 1.73 -3.78  0.22
61 H -3.96 -0.01 -4.90  0.13
62 H -4.12 -1.61 -4.32  0.26
63 C 4.09 -0.94 2.18  0.38
64 O 5.24 -1.27 2.60  -0.78
65 N 3.31 -1.51 1.26  -0.12
66 N 3.62 0.21 2.37  -0.13
67 H 3.43 -2.49 1.07  0.21
68 H 2.47 -1.03 0.96  0.80
69 H 3.95 0.96 2.96  0.16
70 H 2.81 0.41 1.80  0.03
71 C 3.38 1.57 -2.24  0.41
72 O 4.53 1.44 -2.56  -0.77
73 N 2.89 2.55 -1.64  -0.17
74 N 2.46 0.69 -2.45  -0.12
75 H 3.37 3.43 -1.51  0.19
76 H 1.91 2.45 -1.44  0.34
77 H 1.54 0.63 -2.04  0.24
78 H 2.73 -0.12 -2.99  0.10

Computed properties:
Energy relative to the best compared isomer or geometry (same formula, charge and spin): 164.5 kcal per mole
HOMO energy: -8.15 eV
Gap between HOMO and LUMO: 3.5 eV
LUMO: -4.7 eV